Entry 1:
Density functional theory data (ωB97M-V with the def2-TZVPD basis set) for an isolated ion of composition H6NO3SSi2 and charge -1 in a non-equilibrium geometry.

Geometry (Å):
N1 -0.468 0.123 0.227
O1 -3.496 -1.130 -0.106
O2 -2.867 0.907 -1.269
O3 -3.207 0.909 1.166
Si1 -0.362 1.758 -0.158
Si2 -0.826 -1.440 -0.294
S1 -2.889 0.172 -0.030
H1 0.932 2.112 0.490
H2 -1.364 2.636 0.445
H3 -0.203 2.116 -1.581
H4 -1.459 -1.647 -1.606
H5 -1.469 -2.227 0.772
H6 0.489 -2.126 -0.451

Summary:
Net charge: -1
LUMO (alpha / beta), eV: 3.19 / 3.19
Frontier orbital gap (alpha / beta), eV: 8.648 / 8.647
Energy above the lowest of the compared OMol25 structures with the same formula, charge and spin, kcal/mol: 33.9

Entry 2:
Density functional theory data (ωB97M-V with the def2-TZVPD basis set) for a 8-piece molecular cluster, C14H25Cl15O2 overall in a non-equilibrium geometry.

Geometry (Å):
O1 4.223 2.536 3.785
C1 3.589 1.724 3.147
O2 3.701 0.370 3.370
C2 3.122 -0.383 2.271
C3 2.730 0.674 1.219
C4 2.564 1.969 2.054
C5 1.156 2.302 2.606
C6 0.220 1.100 2.870
C7 -1.079 1.531 3.576
Cl1 -0.802 2.004 5.279
H1 3.898 -1.077 1.906
H2 2.273 -0.961 2.676
H3 1.904 0.399 0.549
H4 3.633 0.843 0.600
H5 2.902 2.802 1.412
H6 1.254 2.889 3.538
H7 0.673 2.974 1.868
H8 -0.115 0.622 1.932
H9 0.714 0.338 3.496
H10 -1.807 0.701 3.593
H11 -1.544 2.380 3.052
C8 -2.562 -3.612 1.667
Cl2 -0.866 -3.110 1.678
Cl3 -3.573 -2.540 0.688
H12 -2.613 -4.606 1.244
H13 -2.933 -3.597 2.685
C9 -3.156 -5.802 -1.810
Cl4 -1.698 -4.852 -1.480
Cl5 -4.059 -6.206 -0.344
H14 -3.797 -5.217 -2.460
H15 -2.859 -6.729 -2.287
C10 -2.272 -0.206 -0.644
Cl6 -3.840 0.608 -0.613
Cl7 -0.928 0.949 -0.588
H16 -2.205 -0.858 0.221
H17 -2.197 -0.770 -1.564
C11 4.253 -1.833 -1.799
Cl8 5.305 -1.665 -0.388
Cl9 2.609 -2.340 -1.389
H18 4.204 -0.872 -2.298
H19 4.675 -2.589 -2.450
C12 1.079 4.710 -1.863
Cl10 1.404 2.985 -1.635
Cl11 0.734 5.521 -0.330
H20 1.949 5.175 -2.312
H21 0.199 4.806 -2.487
C13 -3.116 5.609 -1.798
Cl12 -1.816 6.272 -2.803
Cl13 -4.033 4.354 -2.634
H22 -2.665 5.176 -0.912
H23 -3.788 6.420 -1.542
C14 -0.877 -4.314 -4.961
Cl14 -2.557 -3.794 -5.145
Cl15 0.115 -3.097 -4.153
H24 -0.864 -5.210 -4.350
H25 -0.461 -4.501 -5.944

Summary:
LUMO, eV: 0.26
Frontier orbital gap, eV: 10.040
Structure (SMILES): O=C1OCC[C@H]1CCCCl.ClCCl.ClCCl.ClCCl.ClCCl.ClCCl.ClCCl.ClCCl

Entry 3:
Density functional theory data (ωB97M-V with the def2-TZVPD basis set) for a 10-piece molecular cluster, C15H10Cl36F3O2P overall in a non-equilibrium geometry.

Geometry (Å):
C1 2.479 -6.278 1.896
O1 3.520 -5.785 1.055
C2 3.191 -4.522 0.498
P1 2.960 -3.306 1.930
C3 1.669 -2.092 1.343
C4 0.372 -2.597 2.091
C5 -0.895 -2.855 1.091
O2 -0.664 -1.705 2.152
C6 4.582 -2.415 2.257
F1 5.241 -3.122 3.176
F2 5.383 -2.390 1.187
F3 4.404 -1.195 2.743
H1 2.642 -6.024 2.947
H2 2.462 -7.362 1.758
H3 1.501 -5.870 1.600
H4 4.027 -4.224 -0.136
H5 2.222 -4.546 -0.019
H6 1.441 -2.174 0.283
H7 1.835 -1.073 1.699
H8 0.502 -3.301 2.920
H9 -0.984 -3.882 1.595
H10 -1.970 -2.666 1.238
C7 0.644 1.699 0.004
Cl1 -0.076 0.211 -0.612
Cl2 1.362 2.615 -1.326
Cl3 -0.606 2.674 0.779
Cl4 1.897 1.280 1.183
C8 -3.512 5.354 -0.705
Cl5 -1.963 5.723 -1.479
Cl6 -3.242 4.936 0.995
Cl7 -4.567 6.768 -0.801
Cl8 -4.268 3.989 -1.533
C9 -2.728 -1.373 -3.122
Cl9 -3.326 0.274 -2.872
Cl10 -1.701 -1.415 -4.561
Cl11 -1.784 -1.874 -1.715
Cl12 -4.096 -2.472 -3.339
C10 3.540 6.133 -1.784
Cl13 1.795 6.154 -1.504
Cl14 3.959 4.734 -2.783
Cl15 4.022 7.616 -2.616
Cl16 4.383 6.024 -0.235
C11 -5.992 2.114 1.795
Cl17 -7.012 0.988 2.700
Cl18 -4.779 1.206 0.880
Cl19 -6.996 3.046 0.682
Cl20 -5.175 3.204 2.928
C12 -8.155 7.387 1.306
Cl21 -6.693 6.418 1.504
Cl22 -9.271 6.549 0.218
Cl23 -8.930 7.624 2.878
Cl24 -7.729 8.959 0.615
C13 -1.686 -0.120 -8.833
Cl25 -2.545 -0.917 -10.157
Cl26 -0.900 -1.340 -7.822
Cl27 -0.464 0.972 -9.495
Cl28 -2.834 0.802 -7.854
C14 5.880 -2.794 6.931
Cl29 5.318 -1.970 8.394
Cl30 7.648 -2.803 6.904
Cl31 5.283 -4.460 6.930
Cl32 5.273 -1.954 5.503
C15 2.822 -2.515 -2.658
Cl33 2.662 -2.064 -4.360
Cl34 4.336 -3.399 -2.421
Cl35 2.827 -1.057 -1.660
Cl36 1.459 -3.540 -2.187

Summary:
LUMO, eV: -0.08
Frontier orbital gap, eV: 8.879
Structure (SMILES): COCP(C[C@@H]1CO1)C(F)(F)F.ClC(Cl)(Cl)Cl.ClC(Cl)(Cl)Cl.ClC(Cl)(Cl)Cl.ClC(Cl)(Cl)Cl.ClC(Cl)(Cl)Cl.ClC(Cl)(Cl)Cl.ClC(Cl)(Cl)Cl.ClC(Cl)(Cl)Cl.ClC(Cl)(Cl)Cl